Entry from OMol25: 2 unconnected molecules or ions with the total composition CN2O3S at a distorted geometry (the ωB97M-V functional and the def2-TZVPD basis).

Structure (XYZ):
```
7
Properties=species:S:1:pos:R:3
S 2.22 0.63 -0.12
O -1.41 1.81 -0.22
O 0.01 -1.93 0.69
O -0.67 -0.93 -1.12
N 0.01 -1.03 -0.11
N -0.93 1.34 0.71
C 0.77 0.11 0.16
```

Values from the calculation:
E_HOMO (spin up / spin down)   -8.79 / -9.05 eV
Energy above the lowest of the compared OMol25 structures with the same formula, charge and spin   78.63 kcal per mole
Total energy   -20987.0740 eV
Orbital gap (spin up / spin down)   7.5 / 7.5 eV
Spin multiplicity   1



Entry from OMol25: a molecular structure, C12H23N2O2P2V at a distorted geometry (the ωB97M-V functional and the def2-TZVPD basis).

Structure (XYZ):
```
42
Properties=species:S:1:pos:R:3
V 0.28 0.05 1.07
P 0.00 2.37 0.66
P 0.39 -2.27 0.96
O -3.15 0.66 -0.01
O -2.49 -0.57 2.16
N 0.23 -0.08 -0.96
N 3.40 0.31 1.39
C 0.78 -1.14 -1.59
C 0.57 -0.02 -3.72
C 1.00 -1.11 -2.97
C -0.25 0.97 -1.69
C -0.97 -3.45 0.79
C -0.95 2.00 -0.87
C -0.11 1.01 -3.07
C 1.21 -2.28 -0.71
C 2.23 0.24 1.27
C 1.52 3.16 0.06
C 1.60 -3.01 2.07
C -0.91 3.71 1.47
H -1.97 3.44 1.58
H -1.99 1.56 -0.52
H -1.18 2.91 -1.43
H 0.73 0.00 -4.79
H -1.71 -3.25 1.57
H -0.50 1.87 -3.62
H 1.34 4.22 -0.16
H 2.54 -2.43 2.02
H -0.47 3.87 2.46
H -1.45 -3.33 -0.19
H 2.30 -2.26 -0.53
H 1.78 -4.06 1.80
H 1.52 -1.96 -3.41
H 1.89 2.64 -0.83
H -1.50 -0.73 1.89
H -2.41 -0.23 3.08
H 0.98 -3.24 -1.18
H 1.21 -2.95 3.09
H -0.57 -4.47 0.89
H -2.90 0.15 0.86
H 2.27 3.06 0.86
H -0.82 4.64 0.88
H -3.50 0.01 -0.64
```

Values from the calculation:
E_HOMO (spin up / spin down)   -11.78 / -12.62 eV
Charge   +1
Expectation value of S²   3.7701
Energy above the lowest of the compared OMol25 structures with the same formula, charge and spin   31.56 kcal per mole
Total energy   -64151.7613 eV
Orbital gap (spin up / spin down)   8.0 / 9.0 eV
Spin multiplicity   4



Entry from OMol25: CH3BF2O2 in the gas phase at a distorted geometry (the ωB97M-V functional and the def2-TZVPD basis).

Structure (XYZ):
```
9
Properties=species:S:1:pos:R:3
F -1.88 1.04 -0.71
F -1.64 -0.74 0.46
O 0.68 1.10 0.84
O 1.27 -0.99 -0.24
C -1.04 -0.04 -0.59
B 0.47 0.10 0.01
H -1.40 -0.72 -1.54
H 2.03 -0.93 0.37
H 1.51 1.19 1.39
```

Values from the calculation:
E_HOMO   -11.17 eV
Structure (SMILES)   OB(O)C(F)F
Energy above the lowest of the compared OMol25 structures with the same formula, charge and spin   14.51 kcal per mole
Total energy   -11293.9121 eV
Orbital gap   11.1 eV
Spin multiplicity   1